Record 1
Below is a cluster of 12 separate species, C27H78O12 in total at a distorted geometry, with properties calculated with the ωB97M-V functional and the def2-TZVPD basis.

CARTESIAN COORDINATES (ANGSTROEM)
C -1.901 -2.249 -2.892
C -0.977 -3.425 -3.272
O -1.727 -4.527 -2.888
H -2.907 -2.195 -3.309
H -1.380 -1.327 -3.149
H -2.114 -2.265 -1.823
H 0.011 -3.362 -2.815
H -0.921 -3.453 -4.360
H -1.819 -4.471 -1.934
C 2.629 3.493 1.693
C 2.716 1.992 1.969
O 2.800 1.373 0.663
H 3.539 3.810 1.184
H 2.683 4.067 2.617
H 1.718 3.764 1.160
H 1.780 1.767 2.482
H 3.576 1.691 2.567
H 2.259 0.582 0.612
C -3.843 -4.258 -0.298
C -2.602 -4.311 0.527
O -1.420 -4.111 -0.266
H -4.785 -4.287 0.250
H -3.831 -5.094 -0.997
H -3.874 -3.409 -0.981
H -2.479 -5.276 1.019
H -2.697 -3.538 1.289
H -0.706 -3.741 0.260
C 0.145 -1.151 4.228
C 0.675 -2.220 5.146
O 1.224 -3.335 4.421
H 1.013 -0.658 3.789
H -0.427 -0.377 4.738
H -0.500 -1.542 3.441
H -0.118 -2.601 5.790
H 1.488 -1.801 5.738
H 1.453 -4.041 5.029
C -2.778 1.688 3.183
C -1.400 2.220 3.537
O -1.309 2.226 4.931
H -2.884 0.656 3.516
H -3.008 1.708 2.118
H -3.559 2.265 3.679
H -1.191 3.184 3.075
H -0.666 1.496 3.184
H -0.391 2.209 5.210
C 1.479 4.482 -2.788
C 2.594 5.355 -2.206
O 3.836 4.716 -2.517
H 1.530 4.377 -3.872
H 0.498 4.941 -2.666
H 1.520 3.539 -2.242
H 2.505 5.504 -1.130
H 2.563 6.374 -2.593
H 3.791 3.817 -2.182
C 1.696 -4.697 -0.140
C 1.749 -4.205 1.323
O 0.691 -3.312 1.554
H 1.522 -3.902 -0.865
H 1.034 -5.543 -0.326
H 2.734 -4.998 -0.279
H 2.730 -3.771 1.515
H 1.732 -5.035 2.030
H 0.828 -2.961 2.437
C -5.834 1.412 -2.774
C -4.459 0.871 -2.986
O -3.549 1.656 -2.239
H -6.470 0.936 -3.519
H -5.956 2.488 -2.903
H -6.216 1.132 -1.792
H -4.148 0.987 -4.024
H -4.404 -0.198 -2.779
H -3.467 2.510 -2.670
C 1.332 0.236 -4.731
C 1.469 0.849 -6.181
O 0.920 -0.046 -7.080
H 1.927 -0.676 -4.695
H 0.300 0.070 -4.420
H 1.789 0.937 -4.032
H 2.535 0.971 -6.373
H 0.924 1.785 -6.297
H 1.447 -0.245 -7.857
C -3.528 5.252 0.990
C -3.342 4.154 -0.073
C -1.899 3.621 -0.079
O -4.243 3.070 0.196
H -3.170 6.203 0.597
H -3.068 5.054 1.958
H -4.588 5.412 1.186
H -3.568 4.531 -1.070
H -1.676 2.930 -0.892
H -1.629 3.089 0.834
H -1.228 4.471 -0.206
H -4.244 2.525 -0.594
C 4.884 -1.706 1.190
C 5.032 -2.179 2.584
C 6.451 -2.728 2.857
O 4.759 -1.084 3.454
H 5.173 -2.475 0.473
H 5.496 -0.839 0.946
H 3.849 -1.480 0.931
H 4.253 -2.907 2.809
H 6.658 -3.655 2.321
H 6.520 -3.098 3.880
H 7.265 -2.039 2.634
H 5.353 -0.348 3.285
C -1.293 -0.515 0.686
C -0.162 -0.648 -0.239
C 0.009 0.569 -1.235
O 1.051 -0.760 0.519
H -1.278 -1.336 1.402
H -2.243 -0.490 0.151
H -1.253 0.420 1.245
H -0.234 -1.582 -0.797
H 0.832 0.484 -1.944
H 0.208 1.508 -0.719
H -0.848 0.710 -1.894
H 1.039 -1.659 0.857

As for the net charge: +1. Its largest force on an atom is 2.87 eV Å⁻¹. Its LUMO energy (alpha / beta) is -2.2 / -8.9 eV. Its multiplicity is 2. The energy relative to the best compared isomer or geometry (same formula, charge and spin) is 43.8 kJ/mol. Its expectation value of S² is 0.7541. The molecular weight is 594.91 g mol⁻¹. The value obtained for the gap between HOMO and LUMO (alpha / beta) is 9.42 / 2.77 eV. The value obtained for the HOMO energy (alpha / beta) is -11.65 / -11.65 eV.

Record 2
Below is a cluster of 14 separate species, C27H82O14 in total at a distorted geometry, with properties calculated with the ωB97M-V functional and the def2-TZVPD basis.

CARTESIAN COORDINATES (ANGSTROEM)
O 12.627 -6.151 -11.456
H 12.005 -5.549 -11.864
H 13.006 -5.651 -10.733
O 16.884 -2.388 -14.895
H 16.397 -2.312 -14.074
H 16.332 -2.938 -15.452
O 14.933 0.237 -13.730
H 14.808 -0.200 -14.572
H 15.749 0.728 -13.833
O 13.161 -4.263 -6.447
H 13.378 -3.666 -5.730
H 13.204 -5.135 -6.054
O 12.009 -1.880 -11.716
H 12.932 -1.835 -11.467
H 11.817 -1.018 -12.085
C 11.322 2.735 -12.699
C 12.194 2.081 -11.619
C 11.455 1.788 -10.341
O 12.659 0.857 -12.080
H 11.199 3.795 -12.478
H 10.384 2.222 -12.914
H 11.710 2.677 -13.716
H 13.156 2.566 -11.453
H 11.758 0.990 -9.662
H 10.427 1.450 -10.471
H 11.470 2.664 -9.692
H 13.468 0.990 -12.579
C 22.324 -3.843 -11.499
C 21.567 -3.653 -12.769
C 20.349 -2.680 -12.652
O 22.514 -3.073 -13.764
H 22.906 -3.011 -11.104
H 23.130 -4.541 -11.723
H 21.927 -4.372 -10.633
H 21.252 -4.593 -13.221
H 19.675 -3.028 -11.869
H 19.780 -2.620 -13.581
H 20.578 -1.630 -12.474
H 22.045 -2.737 -14.532
C 19.092 -2.143 -4.759
C 17.754 -2.129 -5.513
C 17.316 -3.537 -5.939
O 16.652 -1.606 -4.677
H 19.258 -1.127 -4.400
H 19.948 -2.323 -5.410
H 19.013 -2.830 -3.916
H 17.636 -1.490 -6.388
H 17.376 -4.188 -5.066
H 17.913 -4.034 -6.703
H 16.276 -3.384 -6.225
H 15.866 -2.133 -4.833
C 13.271 -4.317 -14.169
C 13.196 -3.375 -15.364
C 12.653 -1.983 -14.789
O 14.444 -3.324 -16.037
H 14.112 -4.095 -13.513
H 13.510 -5.315 -14.536
H 12.298 -4.416 -13.686
H 12.458 -3.810 -16.039
H 12.501 -1.339 -15.654
H 13.187 -1.433 -14.014
H 11.723 -2.183 -14.257
H 14.320 -3.557 -16.960
C 15.498 2.328 -9.197
C 14.791 2.665 -7.911
C 15.070 1.680 -6.738
O 15.202 4.023 -7.515
H 16.473 2.757 -8.968
H 15.117 2.898 -10.044
H 15.648 1.266 -9.389
H 13.717 2.556 -8.064
H 14.973 0.641 -7.052
H 14.297 1.835 -5.985
H 16.018 1.845 -6.226
H 14.881 4.337 -6.667
C 14.732 -3.477 -9.556
C 14.984 -2.040 -10.132
C 16.488 -1.543 -9.975
O 14.724 -2.062 -11.564
H 14.926 -3.517 -8.484
H 15.472 -4.152 -9.986
H 13.783 -3.879 -9.912
H 14.258 -1.428 -9.597
H 17.267 -2.090 -10.506
H 16.902 -1.337 -8.988
H 16.605 -0.546 -10.400
H 15.037 -1.289 -12.039
C 10.133 -4.167 -8.113
C 10.864 -2.901 -8.631
C 9.803 -1.821 -9.020
O 11.801 -2.326 -7.744
H 9.437 -4.542 -8.863
H 9.590 -4.085 -7.172
H 10.933 -4.898 -7.995
H 11.345 -3.062 -9.596
H 8.925 -2.358 -9.378
H 10.237 -1.177 -9.786
H 9.354 -1.258 -8.202
H 12.300 -3.095 -7.458
C 18.274 -5.301 -12.894
C 16.922 -6.018 -12.352
C 16.092 -6.415 -13.497
O 17.226 -7.137 -11.576
H 18.208 -4.482 -13.610
H 18.932 -6.051 -13.331
H 18.887 -5.137 -12.008
H 16.381 -5.293 -11.743
H 16.184 -5.584 -14.197
H 15.105 -6.693 -13.128
H 16.513 -7.335 -13.904
H 17.628 -7.746 -12.199
C 20.268 1.799 -14.004
C 18.995 1.009 -13.928
C 18.761 0.642 -12.450
O 17.968 1.766 -14.370
H 20.224 2.727 -13.433
H 20.313 2.056 -15.062
H 21.124 1.197 -13.699
H 19.048 0.081 -14.497
H 18.390 1.547 -11.969
H 19.679 0.268 -11.997
H 17.984 -0.121 -12.468
H 18.047 1.912 -15.316

As for the net charge: +1. Its largest force on an atom is 5.03 eV Å⁻¹. Its LUMO energy (alpha / beta) is -2.8 / -9.0 eV. Its multiplicity is 2. The energy relative to the best compared isomer or geometry (same formula, charge and spin) is 0.0 kJ/mol. Its expectation value of S² is 0.7547. The molecular weight is 630.94 g mol⁻¹. The value obtained for the gap between HOMO and LUMO (alpha / beta) is 8.71 / 2.49 eV. The value obtained for the HOMO energy (alpha / beta) is -11.52 / -11.52 eV.